Entry 1:
Molecular formula: C5H8O
Method: DFT, wB97M-V/def2-TZVPD

ORCA input file:
```
! wB97M-V def2-TZVPD RIJCOSX def2/J DEFGRID3
* xyz 0 1
O -0.2736 -0.8380 -0.9460
C 1.7803 -0.3566 0.2441
C -1.4232 0.5162 0.5303
C 0.5974 0.2247 -0.5433
C -1.6098 -0.5795 -0.5079
C -0.2497 1.0848 0.3325
H -2.2149 -0.3256 -1.4045
H 0.0861 1.8822 0.9791
H -2.0626 -1.4807 -0.0800
H 0.9632 0.7753 -1.4168
H 2.3456 -1.0294 -0.4050
H 2.4553 0.4360 0.5878
H 1.4588 -0.9340 1.1223
H -1.8528 0.6247 1.5074
*
```

Output
HOMO energy = -9.17 eV
LUMO = 1.14 eV
DFT total energy = -270.50115 Eh

***

Entry 2:
Molecular formula: C35H24BrN8O11SV
Method: DFT, wB97M-V/def2-TZVPD

ORCA input file:
```
! wB97M-V def2-TZVPD RIJCOSX def2/J DEFGRID3
* xyz -1 2
Br 1.9222 4.6834 3.0867
V 1.1298 -0.8242 -0.3880
S 0.5638 1.7073 -1.5396
O -0.2340 -2.1929 -5.8168
O 1.0003 1.4148 -2.8765
O -0.6423 -1.2420 -3.9460
O 1.5832 2.0562 -0.5757
O 2.4020 -6.1057 -6.0561
O 2.7215 -2.1739 -0.1793
O 3.4469 -6.8306 -4.3287
O 2.3957 -1.7052 2.8225
O 1.1375 -1.5315 -2.0353
O 3.7881 -4.1284 -0.4056
O 1.5618 -0.3208 1.2715
N 2.9902 -3.2700 -0.8877
N 2.7625 -6.0074 -4.8981
N 3.8345 1.5688 4.9854
N -0.4612 -1.9712 -0.0343
N -1.2305 -0.1128 2.0903
N -0.0275 -2.0177 -4.6255
N -1.3204 1.9959 2.8102
N -0.2442 0.4959 -0.8250
C -0.6774 1.2897 3.8160
C -0.1374 1.6758 5.0420
C 3.4395 0.5124 4.2645
C -1.6581 -3.9607 0.4235
C -0.5314 3.0722 -1.6415
C 1.4556 -3.9502 -4.7169
C 0.4745 -0.6575 5.3610
C 2.8340 -4.6113 -2.8581
C -2.7499 -3.5004 -0.2436
C 2.2037 -0.6019 2.3890
C 1.5072 -2.5661 -2.7140
C 3.3872 2.7735 4.6157
C -0.8379 3.7813 -0.4836
C 2.1977 1.8678 2.7469
C -1.4600 -0.1195 -1.1734
C -2.7432 -2.2028 -0.8067
C -1.1332 3.3874 -2.8497
C -0.5036 -3.1545 0.5046
C -3.8340 -1.6229 -1.5099
C -3.4564 6.2115 -1.7778
C 2.3354 -4.8090 -4.1335
C -1.5701 -1.4623 -0.6573
C -2.5348 0.4120 -1.8244
C -0.6370 -0.0284 3.3552
C -0.0638 -1.0255 4.1431
C 2.6350 0.6170 3.1446
C -3.7152 -0.3629 -2.0004
C 2.5659 2.9488 3.5178
C 0.4444 0.6777 5.8029
C -2.4134 5.1191 -1.7416
C -2.0726 4.4119 -2.8925
C -1.7745 4.7983 -0.5426
C 1.0262 -2.8508 -3.9929
C 2.4430 -3.4857 -2.1483
C -1.6145 1.0945 1.8166
H 0.4005 -3.4866 1.0031
H 0.9385 -1.4079 5.9885
H 0.8831 0.9301 6.7604
H -1.5457 2.9724 2.8174
H -2.4916 1.4093 -2.2320
H -0.0198 -2.0481 3.7861
H -3.0717 7.1332 -1.3347
H 3.7926 -0.4637 4.5766
H -2.5521 4.6605 -3.8340
H 1.0785 -4.1293 -5.7086
H -0.3272 3.5346 0.4435
H 1.6118 1.9708 1.8401
H -0.1668 2.7050 5.3827
H -4.3414 5.9168 -1.2075
H -4.5441 0.0763 -2.5457
H -4.7423 -2.1983 -1.6596
H -0.8635 2.8184 -3.7344
H -3.7697 6.4242 -2.8001
H 3.5351 -5.2977 -2.4149
H -1.6528 -4.9413 0.8816
H -2.1220 1.3931 0.9041
H 3.7103 3.6233 5.2083
H -3.6322 -4.1229 -0.3592
H -2.0183 5.3612 0.3554
*
```

Output
HOMO energy (alpha / beta) = -3.13 / -3.21 eV
expectation value of S² = 0.83
LUMO (alpha / beta) = 1.26 / 1.40 eV
DFT total energy = -6529.96923 Eh

***

Entry 3:
Molecular formula: C26H29N4
Method: DFT, wB97M-V/def2-TZVPD

ORCA input file:
```
! wB97M-V def2-TZVPD RIJCOSX def2/J DEFGRID3
* xyz 1 1
N 4.5537 1.1211 1.6176
N -4.0414 0.1191 1.6720
N 0.5212 -1.4405 7.4479
N 1.1884 -1.0218 5.3722
C -4.3701 -1.1126 0.9888
C -2.8079 0.6944 1.6027
C 2.6373 0.0860 2.2607
C -1.9719 -1.2872 0.2713
C -3.7543 2.8042 2.6228
C -2.5889 2.0053 2.1257
C 1.3604 -3.8430 7.7521
C -0.4281 0.4711 1.1719
C 2.4871 -2.2037 2.9330
C 3.5787 2.0758 1.5966
C -4.8697 1.8972 3.1455
C 2.3536 1.4964 2.0451
C 5.9656 1.3334 1.3226
C 0.5516 -0.5096 6.4142
C 4.6783 -1.2636 2.4558
C -1.3016 2.4851 2.1745
C 4.0193 -0.1081 2.0455
C -5.2110 0.8368 2.1185
C 3.8808 -2.2925 2.9917
C -3.1768 -2.0307 0.8318
C 1.6335 -2.2788 5.7565
C -0.1627 1.6512 1.9283
C 1.1228 2.0926 2.3479
C 1.8768 -0.9574 2.7705
C 1.1899 -2.5806 7.0262
C -1.7127 -0.0149 1.0184
H -3.4857 -2.8314 0.1609
H 0.8729 -0.7483 3.1044
H -2.1457 -1.1161 -0.8079
H -3.4272 3.4634 3.4355
H 2.2331 -2.9360 5.1420
H -5.7759 2.4722 3.3488
H 0.1100 0.4759 6.5178
H -2.9285 -2.4663 1.8067
H 6.5130 0.4480 1.6681
H 5.7681 -1.3413 2.3709
H -1.1220 3.5129 2.4741
H -4.5431 1.4176 4.0783
H -1.0945 -1.9355 0.3535
H 1.1307 3.0985 2.7850
H 6.1579 1.4502 0.2429
H 1.8072 -4.5398 7.0299
H 2.0409 -3.7862 8.6113
H 0.0780 -1.2464 8.3540
H 6.3399 2.2240 1.8479
H -5.8910 0.0928 2.5491
H -5.7447 1.3035 1.2672
H 3.7669 3.0793 1.2407
H 1.8739 -3.0687 3.1504
H 0.3992 -0.0765 0.7050
H -4.1856 3.4482 1.8333
H -5.1612 -1.5889 1.5837
H 0.4274 -4.2979 8.1097
H 4.3323 -3.1627 3.4570
H -4.8009 -0.8893 -0.0065
*
```

Output
HOMO energy = -9.99 eV
LUMO = -4.21 eV
DFT total energy = -1226.94700 Eh

***

Entry 4:
Molecular formula: C5H9N5O
Method: DFT, wB97M-V/def2-TZVPD

ORCA input file:
```
! wB97M-V def2-TZVPD RIJCOSX def2/J DEFGRID3
* xyz 0 1
O -1.2414 2.2831 -0.4420
N -1.2324 0.2044 -0.6868
N -2.2204 -1.6847 -0.1066
N 0.8572 1.2673 -0.5273
N -1.8863 -2.7099 0.7117
N -0.3228 -1.2808 1.2259
C -0.8957 -2.4127 1.5848
C 1.6448 0.3289 -1.3882
C -0.5416 1.2700 -0.3776
C 1.5144 2.1621 0.4089
C -1.1486 -0.9456 0.1322
H 2.5861 2.1034 0.3815
H 2.6920 0.6801 -1.5950
H -0.6817 -2.9234 2.5238
H -2.1808 0.3704 -0.9761
H 1.8177 -0.6843 -0.8446
H 1.1498 2.0732 1.4884
H 1.2973 3.1760 0.1136
H 1.2504 0.2450 -2.4648
H -2.4581 -3.5225 0.8382
*
```

Output
HOMO energy = -8.75 eV
LUMO = 0.75 eV
DFT total energy = -544.88801 Eh

***

Entry 5:
Molecular formula: C16H35AuN2O4S2Si
Method: DFT, wB97M-V/def2-TZVPD

ORCA input file:
```
! wB97M-V def2-TZVPD RIJCOSX def2/J DEFGRID3
* xyz 0 3
Au -0.0259 0.0146 0.3457
S 2.5367 -0.0966 -0.2862
S 0.7058 2.3774 1.7725
Si -2.4708 -0.0478 0.1006
O -0.2531 3.1113 2.5445
O 2.0805 2.8639 1.9303
O 0.6894 0.8931 2.1582
O 0.3431 2.3631 0.3139
N 2.9189 2.5218 -0.4109
N 2.4195 1.4369 -2.3941
C -2.0109 1.8574 -2.0331
C -2.6319 -1.4964 -2.4396
C -2.9016 -1.6914 -0.9461
C -3.1936 -0.1423 1.9448
C -2.9455 -1.5174 2.5665
C -4.4110 1.5581 -1.3898
C -2.4662 0.8695 2.8307
C 2.6481 3.8143 -1.0034
C -4.3727 -2.0766 -0.7844
C -2.9718 1.6075 -0.8653
C 2.9877 3.8045 -2.4895
C -4.6933 0.1601 1.9822
C -2.8418 2.8134 0.0671
C 2.2834 2.6434 -3.1852
C 2.6089 1.4372 -1.0720
C -2.0252 -2.8612 -0.4897
H -2.5660 1.8899 2.4862
H -4.8848 1.1949 1.7131
H -5.0658 0.0036 2.9946
H 2.7283 2.5552 0.6499
H 2.2069 0.5503 -2.8272
H -4.5960 -2.3726 0.2355
H -3.5809 2.7869 0.8623
H -5.0284 -1.2562 -1.0625
H 2.6851 4.7474 -2.9468
H 2.7333 2.4651 -4.1666
H 1.5864 4.0286 -0.8337
H -1.8451 2.8697 0.4999
H -4.5509 0.7658 -2.1201
H -1.0032 1.9933 -1.6474
H -2.3035 2.7706 -2.5532
H -4.6032 -2.9236 -1.4310
H -2.0131 1.0473 -2.7554
H -3.5211 -2.3024 2.0856
H -1.5978 -1.2056 -2.6142
H -1.4033 0.6595 2.8938
H -3.2930 -0.7503 -2.8702
H 4.0660 3.6955 -2.6040
H -5.1176 1.4119 -0.5772
H -1.8881 -1.7703 2.5311
H -3.0094 3.7290 -0.5011
H -0.9706 -2.6263 -0.6295
H -2.8117 -2.4347 -2.9664
H -5.2606 -0.4856 1.3183
H -2.1840 -3.1025 0.5549
H 3.2386 4.5572 -0.4648
H -3.2466 -1.4936 3.6136
H 1.2189 2.8676 -3.3167
H -2.8695 0.8257 3.8410
H -2.2600 -3.7484 -1.0776
H -4.6509 2.5041 -1.8758
*
```

Output
HOMO energy (alpha / beta) = -8.78 / -8.87 eV
expectation value of S² = 2.01
LUMO (alpha / beta) = 0.32 / -3.48 eV
DFT total energy = -2262.63339 Eh

***

Entry 6:
Molecular formula: CH6O
Method: DFT, wB97M-V/def2-TZVPD

ORCA input file:
```
! wB97M-V def2-TZVPD RIJCOSX def2/J DEFGRID3
* xyz 0 1
O 0.1286 -0.9646 1.2309
C -0.0570 0.6279 -0.5039
H -0.6718 -0.1842 -0.0885
H 0.5958 0.2268 -1.2931
H 0.7333 -0.6914 0.5043
H -0.5779 -1.4835 0.7837
H 0.5603 1.0653 0.2947
H -0.7114 1.4037 -0.9280
*
```

Output
HOMO energy = -10.51 eV
LUMO = 0.89 eV
DFT total energy = -116.87462 Eh

***

For reference, relative energy (zero: lowest compared OMol25 entry of this formula, charge and spin) by record: 149.0; 174.1; 29.1; 178.0; 93.3; 130.7 kJ/mol.